Record 1
Entry from the Open Molecules 2025 dataset: a cluster of 2 separate species, C4H11NO2 in total at a distorted geometry (ωB97M-V/def2-TZVPD).

For the electronic energy, the calculation gives -9909.7525 eV. As for the orbital gap: 9.85 eV. The LUMO energy comes out at 0.02591 Eh. The SMILES is CCC(=O)NC.O. Its spin multiplicity is 1. The energy above the lowest of the compared OMol25 structures with the same formula, charge and spin comes out at 57.41 kcal/mol.

Positions of all 18 atoms, in Å:
C  -1.386  0.165  -2.306
C  -1.372  0.910  -0.895
C  -0.047  1.017  -0.359
O  0.110  1.261  0.869
N  1.104  0.747  -1.109
C  2.403  1.027  -0.535
H  -2.452  0.317  -2.555
H  -0.961  0.653  -3.099
H  -1.112  -0.905  -2.435
H  -1.848  0.547  0.024
H  -1.728  2.040  -1.079
H  0.939  0.043  -2.005
H  2.295  0.233  0.179
H  2.335  2.040  -0.027
H  3.319  0.993  -1.205
O  -0.600  -3.957  3.795
H  -1.186  -4.476  4.308
H  -1.000  -3.866  2.918

natural (NBO) atomic charge list, values in e, 5 entries: atom 1 (C): -0.65, atom 2 (C): -0.49, atom 3 (C): 0.64, atom 4 (O): -0.66, atom 5 (N): -0.64

***

Record 2
Entry from the Open Molecules 2025 dataset: a cluster of 2 separate species, C4H14N2 in total at a distorted geometry (ωB97M-V/def2-TZVPD).

The charge is +1. For the electronic energy, the calculation gives -7345.9861 eV. Its expectation value of S² is 0.7580. As for the orbital gap (spin up / spin down): 12.34 / 3.86 eV. The LUMO energy (spin up / spin down) comes out at -0.10586 / -0.32240 Eh. Its spin multiplicity is 2. The energy above the lowest of the compared OMol25 structures with the same formula, charge and spin comes out at 11.64 kcal/mol.

Positions of all 20 atoms, in Å:
C  -2.985  1.022  -0.945
C  -1.954  1.525  0.049
N  -1.624  0.581  1.088
H  -3.904  0.747  -0.421
H  -3.288  1.720  -1.719
H  -2.679  0.102  -1.435
H  -1.016  1.766  -0.474
H  -2.260  2.473  0.481
H  -1.371  -0.317  0.681
H  -2.312  0.474  1.825
C  3.329  -0.646  0.465
C  1.871  -1.053  0.478
N  1.333  -1.219  -0.862
H  3.587  0.085  -0.293
H  3.651  -0.266  1.428
H  3.942  -1.541  0.308
H  1.708  -1.965  1.049
H  1.255  -0.198  0.853
H  2.037  -1.304  -1.593
H  0.681  -1.989  -0.963

natural (NBO) atomic charge list, values in e, 5 entries: atom 1 (C): -0.62, atom 2 (C): -0.26, atom 3 (N): -0.53, atom 4 (H): 0.22, atom 5 (H): 0.25

***

Record 3
Entry from the Open Molecules 2025 dataset: a structure of composition C4HInO2 at a distorted geometry (ωB97M-V/def2-TZVPD).

The charge is +1. For the electronic energy, the calculation gives -13416.0435 eV. Its expectation value of S² is 0.8120. As for the orbital gap (spin up / spin down): 6.45 / 5.80 eV. The LUMO energy (spin up / spin down) comes out at -0.27656 / -0.29113 Eh. Its spin multiplicity is 2.

Positions of all 8 atoms, in Å:
O  -2.802  -1.626  -1.393
C  -1.782  -0.955  -0.944
C  -0.819  -0.281  -0.633
H  -2.587  -2.135  -2.187
C  0.416  0.184  -0.009
C  0.619  0.062  1.328
O  1.519  0.216  -0.820
In  2.529  0.504  0.701

Mulliken atomic charge list, values in e, 5 entries: atom 1 (O): -0.45, atom 2 (C): 0.55, atom 3 (C): -0.30, atom 4 (H): 0.39, atom 5 (C): 0.71

***

Record 4
Entry from the Open Molecules 2025 dataset: an isolated molecule of C3H3N3O at a distorted geometry (ωB97M-V/def2-TZVPD).

For the electronic energy, the calculation gives -9671.5061 eV. As for the orbital gap: 8.75 eV. The LUMO energy comes out at -0.02226 Eh. Its spin multiplicity is 1. The energy above the lowest of the compared OMol25 structures with the same formula, charge and spin comes out at 137.17 kcal/mol.

Positions of all 10 atoms, in Å:
O  1.788  -0.336  -0.330
C  1.015  -1.402  0.662
N  1.301  0.853  -0.021
N  0.093  1.281  0.122
C  -1.024  0.586  -0.085
C  -1.107  -0.799  -0.252
N  -0.103  -1.562  0.134
H  1.980  1.460  0.419
H  -1.925  1.194  -0.038
H  -2.017  -1.276  -0.611

natural (NBO) atomic charge list, values in e, 5 entries: atom 1 (O): -0.40, atom 2 (C): 0.37, atom 3 (N): 0.03, atom 4 (N): -0.19, atom 5 (C): -0.14

***

Record 5
Entry from the Open Molecules 2025 dataset: a structure of composition C42H67BBr26F3IN2O5 at a distorted geometry (ωB97M-V/def2-TZVPD).

For the electronic energy, the calculation gives -1895889.1093 eV. As for the orbital gap: 7.62 eV. The LUMO energy comes out at -0.02994 Eh. Its spin multiplicity is 1.

Positions of all 147 atoms, in Å:
C  -0.703  2.778  1.735
C  -0.113  2.760  0.219
C  1.494  2.890  0.241
N  2.106  2.874  -1.155
C  2.786  1.554  -1.236
C  2.197  0.321  -1.995
C  0.801  0.484  -2.781
C  1.056  1.462  -4.032
O  -0.226  1.952  -4.535
C  1.801  0.769  -5.267
F  1.259  -0.498  -5.585
F  3.195  0.667  -4.944
F  1.759  1.647  -6.398
C  2.983  -1.031  -1.970
C  2.319  -2.276  -2.721
Br  3.006  -3.029  -4.417
C  1.169  -2.839  -2.089
C  0.548  -2.338  -0.704
Br  0.272  -4.394  -2.954
C  4.344  -1.220  -1.224
I  5.439  -3.086  -1.150
C  4.920  0.024  -0.520
C  4.148  1.385  -0.533
C  5.049  2.397  0.302
O  4.798  3.485  0.853
N  6.342  1.711  0.349
C  7.516  2.352  -0.315
B  7.273  2.798  -1.857
O  7.086  4.209  -2.195
O  7.265  1.890  -2.991
C  6.243  0.252  0.340
O  7.010  -0.539  0.920
H  -0.320  1.835  2.276
H  -1.848  2.674  1.697
H  -0.387  3.735  2.298
H  -0.634  3.522  -0.454
H  -0.365  1.710  -0.181
H  1.870  1.978  0.834
H  1.763  3.826  0.835
H  1.285  2.884  -1.779
H  -0.014  0.941  -2.130
H  0.395  -0.501  -3.187
H  1.661  2.400  -3.768
H  -0.097  2.896  -4.785
H  1.188  -2.764  0.137
H  0.522  -1.206  -0.573
H  -0.529  -2.715  -0.619
H  8.465  1.710  -0.296
H  7.769  3.329  0.281
H  7.582  4.396  -3.026
H  6.957  2.412  -3.773
Br  -4.140  4.192  1.228
C  -4.268  5.674  -0.029
C  -3.286  5.517  -1.165
Br  -1.474  5.978  -0.610
H  -4.122  6.590  0.543
H  -5.293  5.643  -0.401
H  -3.520  6.213  -1.972
H  -3.248  4.504  -1.564
Br  4.160  -4.264  -7.683
C  3.356  -5.996  -8.071
C  1.855  -5.892  -8.177
Br  1.029  -5.755  -6.416
H  3.687  -6.682  -7.291
H  3.788  -6.303  -9.025
H  1.437  -6.799  -8.617
H  1.522  -5.028  -8.752
Br  -4.869  1.031  3.498
C  -6.636  1.590  4.106
C  -7.084  2.848  3.406
Br  -6.192  4.418  4.137
H  -6.581  1.696  5.190
H  -7.296  0.758  3.860
H  -8.148  3.022  3.573
H  -6.885  2.840  2.333
Br  3.680  -7.403  -3.699
C  2.886  -9.136  -4.102
C  1.383  -9.042  -4.189
Br  0.576  -8.937  -2.417
H  3.230  -9.831  -3.335
H  3.309  -9.426  -5.065
H  0.966  -9.945  -4.637
H  1.038  -8.172  -4.748
Br  -0.322  -6.676  0.495
C  -2.079  -6.161  1.161
C  -2.553  -4.893  0.502
Br  -1.657  -3.334  1.249
H  -2.000  -6.082  2.244
H  -2.738  -6.994  0.910
H  -3.615  -4.731  0.695
H  -2.378  -4.876  -0.573
Br  9.886  6.350  1.596
C  8.409  6.118  2.847
C  8.442  4.751  3.484
Br  7.790  3.384  2.255
H  7.490  6.314  2.294
H  8.549  6.896  3.599
H  7.766  4.710  4.339
H  9.439  4.446  3.800
Br  -9.684  -0.046  5.463
C  -8.437  -1.436  6.025
C  -7.852  -1.130  7.381
Br  -6.473  0.242  7.264
H  -7.685  -1.525  5.241
H  -9.030  -2.351  6.060
H  -7.345  -2.007  7.788
H  -8.591  -0.777  8.100
Br  3.524  5.799  5.192
C  4.787  4.414  5.723
C  5.395  4.715  7.071
Br  6.765  6.097  6.939
H  5.525  4.333  4.925
H  4.201  3.495  5.763
H  5.914  3.839  7.464
H  4.667  5.059  7.806
Br  -2.217  -7.791  4.397
C  -0.840  -7.000  5.525
C  -1.310  -5.704  6.139
Br  -1.265  -4.240  4.849
H  0.052  -6.886  4.908
H  -0.648  -7.744  6.300
H  -0.638  -5.393  6.940
H  -2.328  -5.755  6.525
Br  1.184  4.101  -11.207
C  2.452  2.715  -10.686
C  3.062  3.010  -9.338
Br  4.428  4.395  -9.467
H  3.189  2.641  -11.485
H  1.867  1.795  -10.649
H  3.583  2.133  -8.951
H  2.335  3.348  -8.600
Br  -12.444  4.407  6.009
C  -11.260  3.503  7.265
C  -10.124  4.400  7.691
Br  -8.764  4.528  6.300
H  -10.926  2.584  6.783
H  -11.891  3.251  8.119
H  -9.607  3.982  8.555
H  -10.440  5.418  7.920
Br  -6.272  -5.579  -0.450
C  -6.484  -3.748  -1.085
C  -5.957  -3.592  -2.490
Br  -4.009  -3.512  -2.510
H  -5.986  -3.101  -0.363
H  -7.558  -3.560  -1.055
H  -6.284  -2.644  -2.920
H  -6.248  -4.406  -3.154

Mulliken atomic charge list, values in e, 5 entries: atom 1 (C): -0.88, atom 2 (C): 0.18, atom 3 (C): -0.54, atom 4 (N): -0.15, atom 5 (C): -0.28

***

Record 6
Entry from the Open Molecules 2025 dataset: a cluster of 2 separate species, C3H9NO3 in total at a distorted geometry (ωB97M-V/def2-TZVPD).

For the electronic energy, the calculation gives -10888.7833 eV. As for the orbital gap: 10.62 eV. The LUMO energy comes out at 0.01916 Eh. The SMILES is NC(=O)CCO.O. Its spin multiplicity is 1. The energy above the lowest of the compared OMol25 structures with the same formula, charge and spin comes out at 41.47 kcal/mol.

Positions of all 16 atoms, in Å:
N  0.633  0.763  2.078
C  -0.491  1.535  1.597
O  -1.466  1.769  2.324
C  -0.449  1.912  0.071
C  -0.368  0.839  -1.037
O  -0.040  1.432  -2.362
H  0.187  0.350  2.892
H  1.270  0.320  1.391
H  0.537  2.442  0.015
H  -1.235  2.654  -0.013
H  -1.334  0.215  -1.087
H  0.349  0.031  -0.726
H  -0.552  2.208  -2.574
O  1.302  -5.380  -0.635
H  1.127  -6.205  -1.083
H  0.530  -4.884  -0.850

natural (NBO) atomic charge list, values in e, 5 entries: atom 1 (N): -0.87, atom 2 (C): 0.70, atom 3 (O): -0.60, atom 4 (C): -0.55, atom 5 (C): -0.06